1.
DFT (ωB97M-V with the def2-TZVPD basis set) results for a structure of composition C15H50F3N22O13Ti.

```
104
Properties=species:S:1:pos:R:3:forces:R:3:lowdin_spin:R:1
Ti 1.718979 1.981468 -0.112327 0.7851 -0.3960 0.9487 2.517
C 1.256789 -0.968212 0.256433 1.4400 0.8107 -1.1870 0.003
O 0.462229 0.080258 -0.325567 -1.9258 -1.0962 -0.4058 0.039
O 2.305639 -0.275702 0.779793 -0.8482 -0.9591 1.3493 0.021
C 0.327289 -2.029652 1.062823 1.7758 -0.2329 -1.4739 0.000
F -0.364771 -2.902002 0.238083 0.2613 1.7525 0.8181 0.000
F 1.148379 -2.835032 1.739393 0.0842 0.0654 0.6259 0.000
F -0.505681 -1.454182 1.941843 -0.4530 0.0306 -0.2121 0.000
C -0.424981 -0.252142 -1.434147 0.9231 -0.1052 0.3019 0.010
C -1.063841 1.005298 -1.791857 -1.2746 0.9778 -0.8586 0.020
H -0.403551 1.585638 -2.436317 -0.1071 0.7781 0.7275 0.007
H -1.943411 0.803588 -2.403227 -0.2006 -0.2469 -0.1815 0.002
H -1.465501 1.410598 -0.863147 0.3437 0.9455 -0.1316 0.003
H -1.254621 -0.920202 -1.202837 0.7288 -0.8576 0.3309 0.001
H 0.190729 -0.511092 -2.295507 -0.0063 -1.0271 0.1953 0.001
H 1.715469 -1.567162 -0.530317 -0.7219 -0.7282 -0.5747 0.001
C 0.093949 4.586148 -1.387167 1.8668 -0.9275 1.5398 0.040
O 0.975849 3.772798 -1.367437 2.5180 -3.4435 0.2047 0.078
N -0.136501 5.262198 -2.427487 -1.1011 3.3714 -6.3211 0.015
N -0.518321 5.016918 -0.348927 -3.0006 1.3440 4.4252 0.010
H -0.960451 5.831768 -2.557097 0.3926 -0.1040 -0.0077 0.003
H 0.603849 5.295588 -3.113687 -0.4815 -0.1239 -0.2103 0.003
H -0.876101 5.960108 -0.398737 -0.0664 -0.3548 0.4108 0.004
H -0.424891 4.561348 0.547643 0.2969 0.0213 -0.4543 0.004
C 5.083509 -3.256502 0.056883 2.0833 -3.6942 4.2389 0.000
O 5.928339 -4.126752 0.034693 0.4667 -2.2094 0.4613 0.000
N 4.236699 -2.983052 1.041143 -2.1594 -0.1333 2.4067 0.000
N 5.118649 -2.348022 -0.783237 0.0527 6.2693 -6.4157 0.000
H 4.308069 -3.434702 1.941703 -0.0150 -0.0660 -0.4383 0.000
H 3.846009 -2.052132 1.012103 -0.5058 -0.3271 0.5437 0.000
H 4.549489 -1.524192 -0.651117 0.2956 0.0270 -0.6396 0.000
H 5.965719 -2.302352 -1.331407 -0.4893 0.1568 -0.2476 0.000
C -2.712161 -2.399382 4.947413 -0.6747 1.7682 -4.2447 0.000
O -3.654201 -2.205912 4.246133 -4.2216 -0.2305 -1.1696 0.000
N -2.610891 -3.063732 6.003143 -0.5530 -3.3496 5.7455 0.000
N -1.589161 -1.933972 4.491973 5.4399 1.8610 -1.0425 0.000
H -1.713991 -3.058662 6.467513 -0.7263 -0.6925 0.3798 0.000
H -3.435641 -3.586502 6.261193 0.4510 0.0727 0.7093 0.000
H -1.435171 -2.010912 3.496753 -0.2227 0.4165 0.3875 0.000
H -0.773271 -2.089952 5.066513 0.1485 0.0460 -0.5109 0.000
C 5.022189 1.771998 1.044463 -1.1308 0.9900 -2.6429 0.010
O 3.957979 2.337028 0.764463 0.4318 0.3462 0.3837 0.037
N 5.158779 0.490008 1.244333 -0.7149 -3.7611 1.6347 0.003
N 6.250799 2.253048 0.828263 2.0147 2.7704 0.0711 0.004
H 5.944829 0.181438 1.798423 -0.3237 -0.4524 -0.3911 0.000
H 4.411219 -0.139352 0.989063 -0.3959 0.2373 0.7482 0.000
H 6.420099 3.103488 0.310393 -0.2166 0.0371 0.6277 0.000
H 7.054509 1.719548 1.127463 -0.2265 0.2396 -0.4267 0.001
C -4.951021 -0.242522 -4.655227 7.8436 0.5310 0.5774 0.000
O -3.881181 -0.547412 -4.145637 1.3315 -1.0954 1.5221 0.000
N -6.061541 -0.742612 -4.461317 -8.0664 -3.9028 1.5563 0.000
N -4.945951 0.687048 -5.545887 -1.3408 3.6242 -3.2464 0.000
H -6.247811 -1.503692 -3.824017 0.3870 0.2283 0.0120 0.000
H -6.729791 -0.611232 -5.207167 -0.1672 -0.2899 0.4117 0.000
H -4.098501 1.006578 -5.992917 -0.3334 0.2614 0.3990 0.000
H -5.841411 1.154028 -5.532097 0.6076 0.8233 -1.1390 0.000
C 2.240599 0.269398 4.675323 3.5156 2.1576 3.0535 0.000
O 2.874389 0.657158 5.678753 -1.7091 -0.8976 0.4361 0.000
N 1.280919 -0.623132 4.585313 -1.0404 -1.2190 0.1219 0.000
N 2.585869 0.806448 3.529073 0.4784 1.3729 -3.3153 0.003
H 1.020329 -0.724092 3.614743 -0.8776 -0.8258 0.5840 0.000
H 1.041779 -1.162702 5.404933 0.0091 -0.0419 -0.6423 0.000
H 2.622949 0.274438 2.671343 -0.4807 0.2061 -0.4826 0.001
H 2.985369 1.733978 3.515673 0.2248 -0.5120 0.1952 0.001
C -4.935891 -0.836322 0.319063 1.3007 -4.4467 -2.6372 0.000
O -4.793871 -2.045112 0.028283 -0.1546 1.6956 0.8758 0.000
N -5.999941 -0.291932 0.780743 -4.1818 0.9223 2.3197 0.000
N -4.058081 0.078158 -0.001437 4.7592 2.2580 -1.6756 0.000
H -5.897561 0.664378 1.089113 -0.7315 -0.4119 0.3457 0.000
H -6.638621 -0.953682 1.198213 -0.2428 0.5763 0.2387 0.000
H -3.316371 -0.209252 -0.623817 -0.1077 -0.2882 0.1928 0.000
H -4.157811 1.082388 -0.042517 -0.6636 -0.3277 0.2836 0.000
C 3.772729 1.585118 -3.050487 -2.7707 -0.6287 0.7584 0.004
O 4.388989 0.674758 -3.569787 1.0219 0.6741 0.0729 0.004
N 2.394069 1.599648 -3.110117 0.6969 -0.8754 -1.1716 0.030
N 4.160669 2.568388 -2.203267 1.9076 -0.6913 -0.5229 0.018
H 1.838299 2.222808 -2.541877 -0.5067 -0.0203 -0.3832 0.016
H 2.112269 0.910448 -3.792527 -0.9554 0.3174 0.3303 0.001
H 5.167769 2.534208 -2.134837 -0.1073 1.0748 0.5172 0.001
H 3.540199 3.357278 -2.090357 0.6602 0.1393 0.2311 0.007
C -1.380161 1.694748 -6.031667 0.6987 1.8515 -2.4284 0.000
O -0.847541 2.385688 -6.891217 0.0143 0.3575 -0.0141 0.000
N -2.079801 2.248738 -5.018737 0.1278 1.1371 0.2603 0.000
N -1.468411 0.395728 -6.081067 -0.3577 -2.9486 1.3650 0.000
H -2.430521 1.725088 -4.229507 -0.3149 0.5541 -0.2060 0.000
H -2.184151 3.220238 -5.274457 -0.3370 0.0694 1.2301 0.000
H -1.224381 -0.237422 -6.829187 0.2937 0.5113 0.3557 0.000
H -1.805671 0.100408 -5.176007 -0.2974 -1.6114 -0.5853 0.000
C -0.368621 -6.533952 2.649873 0.4038 -1.5890 -0.5786 0.000
O -0.610691 -7.650432 2.247593 0.1761 -1.1254 0.1512 0.000
N -0.847571 -5.458992 2.109503 -2.9366 4.1555 -2.4350 0.000
N 0.515379 -6.196942 3.578213 1.4818 -1.1641 2.2247 0.000
H -1.442761 -5.515692 1.295483 -0.0138 -0.2856 0.2914 0.000
H -1.035471 -4.652552 2.687803 0.1794 -0.0594 -0.2299 0.000
H 0.944179 -7.015552 3.985783 0.3034 0.6870 0.5469 0.000
H 0.655669 -5.234532 3.850583 0.3583 -0.6263 0.0283 0.000
C -0.867181 2.638468 1.929433 -6.0598 -0.5881 1.9986 0.014
O 0.207129 2.708088 1.549603 7.7589 1.1191 -2.9290 0.053
N -1.719491 3.644048 2.181503 -1.3297 1.6233 0.4884 0.003
N -1.524331 1.501068 2.140813 -0.5830 -2.5747 0.0820 0.003
H -1.510241 4.632118 2.188373 -0.1071 -0.4665 0.3140 0.001
H -2.609181 3.258028 2.463553 -0.0188 1.5037 0.1310 0.001
H -1.123381 0.663618 1.743293 -0.2121 -0.0347 0.2216 0.000
H -2.503581 1.528268 2.386643 0.4278 -0.7002 -0.1299 0.000
```
Positions in Å, forces in eV/Å.

Summary:
2S+1 = 4
total charge = 0

2.
DFT (ωB97M-V with the def2-TZVPD basis set) results for a cluster of 10 separate species, C15H50N2O10 in total.

```
77
Properties=species:S:1:pos:R:3:forces:R:3:lowdin_charge:R:1
C -0.638104 -3.080260 0.806909 -1.0399 -1.3919 -1.5154 -0.055
C -0.991104 -4.620260 0.918909 0.8242 1.6522 2.3976 -0.282
O -2.246104 -4.684260 1.565909 -0.4020 0.6660 -0.6739 -0.065
H 0.013896 -2.706260 1.586909 0.0810 -0.0470 0.0577 0.041
H -1.596104 -2.500260 0.818909 0.6925 -0.6297 0.1810 0.070
H -0.253104 -2.950260 -0.227091 0.2682 0.2803 0.7116 0.042
H -0.305104 -5.197260 1.550909 0.5512 0.6630 0.3450 0.108
H -0.911104 -5.196260 0.045909 -0.6296 -0.1502 -2.0053 0.067
H -2.297104 -5.549260 1.926909 -0.4536 -1.1009 0.5943 0.060
C 3.744896 4.247740 -0.420091 -1.2003 0.7126 -1.0965 -0.056
C 3.534896 2.772740 -0.241091 1.7220 0.5549 -0.8314 -0.352
O 3.431896 2.349740 1.070909 0.8071 3.6684 1.5433 -0.020
H 2.743896 4.738740 -0.295091 1.2394 -0.0198 0.7230 0.065
H 4.025896 4.657740 -1.422091 0.0630 -1.1618 0.4582 0.094
H 4.524896 4.507740 0.236909 0.6049 1.1167 1.1394 0.060
H 4.233896 2.150740 -0.760091 1.2089 -0.1389 -0.4164 0.110
H 2.678896 2.564740 -0.723091 -3.4598 -0.9367 -1.8163 0.053
H 3.218896 1.471740 0.993909 -0.7745 -3.7533 0.2352 -0.010
C -2.000104 -2.842260 -2.825091 1.9996 1.2743 1.4478 -0.084
C -1.517104 -4.198260 -3.079091 -2.3968 -2.0266 0.7006 -0.313
O -2.358104 -5.087260 -2.329091 -0.8808 2.2351 1.2229 -0.063
H -2.918104 -2.752260 -3.331091 -1.1176 0.8147 -0.3584 0.075
H -1.167104 -2.285260 -3.250091 -0.4384 0.9786 -0.5512 0.068
H -2.018104 -2.500260 -1.764091 -0.3524 -0.6474 -0.6247 0.080
H -0.515104 -4.403260 -2.798091 1.2192 0.0435 -0.2758 0.093
H -1.848104 -4.392260 -4.087091 1.2213 -0.1942 -0.9549 0.114
H -2.158104 -5.969260 -2.480091 0.7180 -2.4708 -0.6113 0.040
C 1.789896 -2.213260 -2.536091 2.2957 -0.8590 3.1741 -0.093
C 2.402896 -1.064260 -3.198091 2.2680 1.0649 0.3546 -0.276
O 2.912896 -0.034260 -2.288091 -0.7476 -0.2994 -0.0344 -0.102
H 1.556896 -3.025260 -3.167091 -0.7077 -0.6658 -0.9802 0.063
H 0.996896 -1.942260 -1.824091 0.0744 -0.1620 -0.4205 0.063
H 2.672896 -2.603260 -1.935091 -1.2398 -0.0830 -0.0741 0.103
H 1.623896 -0.568260 -3.672091 -0.8730 1.2679 -1.7333 0.094
H 3.280896 -1.347260 -3.817091 -0.9936 0.0624 -0.1973 0.135
H 3.747896 -0.258260 -1.857091 -0.2788 -0.3724 -0.1536 0.093
C -0.026104 5.237740 1.973909 -2.6822 -0.6454 1.0503 -0.068
C 0.616896 4.098740 1.262909 3.2141 1.4883 -0.5227 -0.338
O 0.091896 2.822740 1.368909 -1.4487 0.0445 0.7074 -0.111
H -1.054104 5.426740 1.588909 0.5722 0.2709 0.0852 0.072
H 0.585896 6.132740 1.884909 -0.0523 -0.0888 0.0614 0.085
H -0.203104 4.958740 3.061909 0.5146 0.4830 -1.1292 0.111
H 1.578896 4.055740 1.775909 0.5573 -0.0597 -0.4435 0.109
H 0.847896 4.311740 0.185909 -0.5099 0.0629 0.8168 0.132
H 0.542896 2.332740 0.690909 0.2801 -1.0801 -0.9694 0.058
C -0.235104 -0.070260 3.291909 -0.3647 -4.8823 0.7046 -0.606
O 0.067896 -1.325260 3.739909 -1.9259 5.6727 -2.0418 -0.125
N -1.421104 0.400740 2.813909 -1.4663 -0.6303 -0.1808 0.164
N 0.690896 0.842740 3.186909 4.3032 1.5601 0.1086 0.140
H -2.222104 -0.207260 2.844909 0.1376 -0.1641 0.1155 0.100
H -1.595104 1.263740 2.253909 0.6585 -1.0884 0.9919 0.074
H 1.627896 0.436740 3.413909 -1.1609 1.0594 -0.2815 0.138
H 0.610896 1.803740 2.726909 -0.1216 -2.0183 0.9102 0.116
C -0.562104 0.290740 -0.528091 1.5093 -0.9059 -0.0532 -0.126
O 0.633896 1.022740 -0.851091 0.6809 -0.5017 -0.3717 -0.167
H -0.281104 -0.518260 0.190909 -0.5366 0.1746 -0.6721 0.074
H -1.004104 -0.101260 -1.456091 -0.0797 -0.0759 0.4675 0.084
H -1.245104 0.927740 0.005909 -0.2038 0.4744 -0.1142 0.043
H 1.345896 0.422740 -1.262091 -1.1405 1.1795 0.8251 0.076
C 2.714896 -1.679260 1.061909 1.0517 -0.7174 1.1756 -0.132
O 2.509896 -0.291260 0.894909 0.9545 0.1583 -1.0951 -0.147
H 2.159896 -2.349260 0.413909 -0.8336 0.3150 -0.0566 0.044
H 2.477896 -1.843260 2.138909 0.3844 -0.8081 -0.7862 0.093
H 3.770896 -2.002260 0.785909 -0.9248 1.0625 0.7652 0.104
H 1.594896 -0.053260 1.025909 -0.4976 -0.1597 0.1558 0.036
C -3.724104 -0.159260 -0.193091 0.1905 1.9334 0.7236 -0.192
O -4.814104 -0.809260 -0.753091 -0.1048 -0.7297 -0.3192 -0.080
H -3.143104 0.339740 -0.952091 -0.0167 -0.1212 -0.5856 0.064
H -3.018104 -0.715260 0.416909 -0.0957 -0.7683 0.0215 0.059
H -4.081104 0.670740 0.436909 0.1559 -0.1233 0.1202 0.077
H -5.344104 -1.108260 -0.016091 -0.3517 -0.2795 0.0218 0.081
C -3.274104 3.368740 0.408909 0.2442 3.0577 -2.2494 -0.203
O -2.499104 2.659740 1.253909 0.8849 -1.0384 1.4941 -0.148
H -2.967104 3.297740 -0.662091 0.1564 -0.0592 0.4419 0.096
H -3.252104 4.479740 0.642909 -0.2329 -1.0387 -0.1488 0.099
H -4.272104 3.048740 0.396909 -1.4805 -0.5484 0.4494 0.056
H -1.631104 3.087740 1.336909 -0.0912 -0.4094 -0.1539 0.039
```
Positions in Å, forces in eV/Å.

Summary:
2S+1 = 1
total charge = 0

Calculated E in order - -3933.4797; -1463.2107 hartree
Calculated relative energy (zero: lowest compared OMol25 entry of this formula, charge and spin) in order - 7.9926; 1.2202 eV